[1]
Density functional theory data (ωB97M-V/def2-TZVPD) for a 2-piece molecular cluster, C3H11N2O overall in a non-equilibrium geometry.

```
17
Properties=species:S:1:pos:R:3:lowdin_charge:R:1
C -2.41 -0.22 -1.15 -0.08
C -1.03 -0.15 -1.76 -0.19
N -0.10 0.30 -0.67 0.01
C 1.20 0.58 -0.83 -0.12
N 2.13 0.03 -0.11 0.25
H -2.64 -1.08 -0.52 0.09
H -3.19 -0.34 -1.91 0.09
H -2.61 0.70 -0.60 0.08
H -1.05 0.62 -2.51 0.12
H -0.64 -1.10 -2.07 0.12
H -0.57 0.69 0.15 0.16
H 1.52 1.18 -1.69 0.17
H 1.86 -0.74 0.48 0.16
H 3.07 0.31 -0.33 0.15
H 1.31 -1.01 4.55 0.04
H 1.71 0.39 4.87 0.04
O 1.45 -0.16 4.11 -0.08
```

* gap between HOMO and LUMO: 9.9 eV
* E_tot: -305.38843 hartree
* ΔE to the lowest compared entry with this formula, charge and spin: 168.82 kJ/mol
* net charge: +1
* multiplicity: 1

=====

[2]
Density functional theory data (ωB97M-V/def2-TZVPD) for a 2-piece molecular cluster, C3H8NOS overall in a non-equilibrium geometry.

```
14
Properties=species:S:1:pos:R:3:lowdin_charge:R:1
C 0.56 -1.11 -2.07 -0.24
C 0.79 -0.73 -0.60 -0.78
S -0.28 -1.62 0.56 0.27
H -0.40 -0.73 -2.41 0.05
H 0.61 -2.19 -2.19 0.04
H 1.33 -0.66 -2.72 0.05
H 0.62 0.35 -0.56 0.04
H 1.82 -0.92 -0.27 0.03
C -1.27 1.63 1.42 -0.49
N -0.53 0.85 2.26 0.01
O -1.09 2.81 1.15 -0.06
H -2.09 1.04 0.98 0.11
H -0.29 -0.12 1.78 -0.10
H 0.24 1.40 2.65 0.07
```

* gap between HOMO and LUMO: 7.2 eV
* E_tot: -647.33849 hartree
* ΔE to the lowest compared entry with this formula, charge and spin: 2.78 kJ/mol
* net charge: -1
* multiplicity: 1

=====

[3]
Density functional theory data (ωB97M-V/def2-TZVPD) for C16H33Cl2N4O2Ta as an isolated structure in a non-equilibrium geometry.

```
58
Properties=species:S:1:pos:R:3:lowdin_charge:R:1
Ta -0.73 -0.29 0.06 1.92
N -1.96 -1.78 0.63 -0.42
N -2.03 0.46 -1.36 -0.35
N 1.14 -0.06 1.11 -0.11
N 0.93 0.53 -1.01 -0.15
H -2.74 -2.84 -1.04 0.07
C -3.08 -2.30 -0.14 -0.15
H -3.78 -1.51 -0.41 0.07
H -3.62 -3.03 0.47 0.07
H -2.09 -3.46 1.85 0.08
C -1.81 -2.40 1.93 -0.17
H -2.51 -1.96 2.67 0.09
H -0.78 -2.34 2.32 0.06
C -2.03 -0.13 -2.69 -0.18
H -1.76 0.62 -3.46 0.07
H -1.29 -0.94 -2.75 0.05
H -3.01 -0.55 -2.97 0.09
H -2.79 2.37 -1.94 0.09
C -3.02 1.53 -1.26 -0.14
H -4.04 1.17 -1.52 0.08
H -3.08 1.93 -0.24 0.02
C 1.86 -0.50 2.31 -0.45
H 1.94 -1.61 2.26 0.13
C 1.04 -0.15 3.55 -0.07
H 0.11 -0.71 3.62 0.06
H 1.62 -0.36 4.45 0.08
H 0.79 0.92 3.57 0.05
C 3.24 0.11 2.38 -0.06
H 3.69 -0.11 3.35 0.09
H 3.87 -0.33 1.61 0.07
H 3.19 1.18 2.25 0.09
H 2.91 1.37 -3.60 0.08
C 2.74 0.89 -2.64 -0.06
H 3.32 1.43 -1.88 0.09
H 3.07 -0.14 -2.71 0.06
C 1.26 0.95 -2.36 -0.43
H 0.76 0.22 -3.02 0.13
C 0.66 2.32 -2.63 -0.04
H 0.46 2.86 -1.69 0.07
H 1.33 2.94 -3.23 0.07
H -0.28 2.24 -3.18 0.06
H 2.80 0.58 -0.02 0.11
C 1.74 0.41 0.03 -0.31
C 0.36 -2.14 -0.87 -0.25
H 0.19 -2.62 0.06 0.02
H -0.47 -2.39 -1.60 0.04
C 1.74 -2.24 -1.44 -0.23
H 1.91 -2.68 -2.45 0.10
C 2.84 -1.87 -0.76 -0.06
H 2.91 -2.07 0.28 0.04
H 3.64 -1.26 -1.16 0.05
Cl -3.36 3.43 2.05 0.64
C -1.70 3.06 2.54 -0.98
Cl -1.51 2.54 4.23 0.64
C -1.26 1.91 1.62 -0.77
O -0.67 2.17 0.55 -0.05
O -1.57 0.69 1.90 -0.17
H -1.08 3.95 2.39 0.08
```

* gap between HOMO and LUMO (alpha / beta): 8.0 / 8.0 eV
* E_tot: -1976.32426 hartree
* ΔE to the lowest compared entry with this formula, charge and spin: 6.54 kJ/mol
* net charge: 0
* multiplicity: 1

=====

[4]
Density functional theory data (ωB97M-V/def2-TZVPD) for C27H45N4PtSSi as an isolated structure.

```
79
Properties=species:S:1:pos:R:3:lowdin_spin:R:1
Pt 0.27 -0.18 0.16 0.97
C 2.49 2.55 0.41 0.01
C 3.02 1.66 -0.74 0.01
N 2.60 0.27 -0.64 0.03
C 3.44 -0.66 0.10 0.00
C 3.48 -0.40 1.60 0.00
S 1.84 -0.40 2.41 0.02
C 1.72 1.28 3.10 0.01
C 0.91 2.30 2.28 0.00
N 1.16 2.19 0.86 0.06
H 3.17 2.46 1.26 0.00
H 2.55 3.59 0.09 0.00
H 2.64 2.05 -1.68 0.00
H 4.12 1.73 -0.76 0.00
H 2.41 -0.11 -1.56 0.00
H 3.02 -1.65 -0.08 0.00
H 4.48 -0.65 -0.26 0.00
H 4.06 -1.21 2.06 0.00
H 3.98 0.54 1.85 0.00
H 1.25 1.16 4.08 0.00
H 2.74 1.62 3.27 0.00
H -0.16 2.13 2.42 0.00
H 1.14 3.30 2.69 0.00
H 0.42 2.63 0.32 0.00
C -0.20 2.78 -2.28 0.00
C -1.71 2.73 -2.03 0.00
C -2.35 1.55 -2.77 0.01
C -2.09 2.78 -0.55 0.03
C -2.55 4.01 -0.08 0.00
C -3.03 4.20 1.21 0.01
C -3.11 3.08 2.03 0.00
C -2.67 1.83 1.63 0.03
C -2.94 0.66 2.58 0.00
C -3.78 -0.43 1.91 0.01
C -1.69 0.07 3.24 0.00
C -2.06 1.64 0.34 0.09
N -1.60 0.43 -0.04 0.60
H 0.02 2.78 -3.35 0.00
H 0.28 1.91 -1.83 0.00
H 0.23 3.68 -1.84 0.00
H -2.13 3.64 -2.46 0.00
H -2.01 0.60 -2.36 0.00
H -2.09 1.58 -3.83 0.00
H -3.44 1.58 -2.67 0.00
H -2.54 4.85 -0.77 0.00
H -3.38 5.17 1.54 0.00
H -3.56 3.18 3.01 0.00
H -3.54 1.08 3.40 0.00
H -3.29 -0.80 1.01 0.00
H -4.76 -0.02 1.62 0.00
H -3.94 -1.27 2.59 0.00
H -0.98 -0.28 2.49 0.00
H -1.95 -0.77 3.89 0.00
H -1.19 0.83 3.86 0.00
C -0.02 -5.24 -0.45 0.00
Si 0.20 -3.50 0.26 0.01
C 1.58 -3.73 1.52 0.00
C -1.39 -3.16 1.20 0.00
N 0.56 -2.21 -0.80 0.08
C 0.70 -2.22 -2.17 0.01
C 0.95 -3.39 -2.94 0.00
C 1.14 -3.36 -4.31 0.00
C 1.11 -2.16 -5.02 0.00
C 0.85 -1.00 -4.31 0.00
C 0.66 -1.02 -2.94 0.00
H -0.31 -5.90 0.38 0.00
H 0.90 -5.63 -0.90 0.00
H -0.81 -5.28 -1.20 0.00
H 1.42 -4.64 2.11 0.00
H 1.61 -2.89 2.23 0.00
H 2.56 -3.80 1.03 0.00
H -1.35 -3.54 2.23 0.00
H -2.25 -3.61 0.70 0.00
H -1.55 -2.08 1.23 0.00
H 0.99 -4.34 -2.44 0.00
H 1.32 -4.29 -4.84 0.00
H 1.26 -2.15 -6.10 0.00
H 0.79 -0.05 -4.83 0.00
H 0.39 -0.12 -2.42 0.00
```

* gap between HOMO and LUMO (alpha / beta): 5.3 / 5.3 eV
* E_tot: -2081.84870 hartree
* ΔE to the lowest compared entry with this formula, charge and spin: 0.00 kJ/mol
* net charge: -1
* multiplicity: 3

=====

[5]
Density functional theory data (ωB97M-V/def2-TZVPD) for C7H20CaClIrOSi as an isolated structure in a non-equilibrium geometry.

```
32
Properties=species:S:1:pos:R:3:lowdin_spin:R:1
Ir 0.02 -0.08 0.09 2.06
Cl -0.29 1.77 -1.16 0.34
C -1.87 -0.21 0.70 0.23
H -1.85 -0.68 1.69 0.03
H -2.47 -0.83 0.03 0.04
H -2.35 0.78 0.81 0.04
Ca 0.48 0.30 -2.77 0.17
C 2.45 0.82 -3.26 0.02
C -0.78 0.10 -4.42 0.01
C 0.32 -1.23 -1.34 0.63
H -1.13 -0.93 -4.40 0.00
H -1.59 0.81 -4.34 0.00
H -0.14 0.29 -5.28 0.00
H 3.08 0.00 -2.90 0.00
H 2.46 0.88 -4.35 0.00
H 2.71 1.77 -2.80 0.00
H -0.44 -1.96 -1.53 0.06
H 1.36 -1.60 -1.32 0.09
C -1.53 0.88 4.39 0.01
Si 0.00 0.00 3.74 0.03
C 1.53 0.88 4.39 0.01
C 0.00 -1.76 4.39 0.00
O 0.01 0.00 2.03 0.20
H -1.52 0.88 5.50 0.00
H -2.43 0.36 4.03 0.01
H -1.52 1.92 4.02 0.00
H 1.53 0.88 5.50 0.00
H 2.43 0.36 4.02 0.00
H 1.53 1.92 4.02 0.00
H -0.90 -2.28 4.02 0.00
H 0.90 -2.28 4.02 0.00
H 0.00 -1.76 5.50 0.00
```

* gap between HOMO and LUMO (alpha / beta): 3.1 / 4.9 eV
* E_tot: -1885.26584 hartree
* ΔE to the lowest compared entry with this formula, charge and spin: 449.81 kJ/mol
* net charge: -2
* multiplicity: 5